Computed, not measured: 2 unconnected molecules or ions with the total composition C25H51IN5O7P in a non-equilibrium geometry, with wB97M-V/def2-TZVPD.

Atoms and positions in Å:
C1 -0.76238 -4.51461 3.83619
C2 0.85569 -4.46361 3.76686
O1 1.49576 -5.46115 4.14766
O2 1.55810 -3.28635 3.30525
C3 1.32414 -3.25872 1.86228
C4 2.68121 -3.03673 1.00800
C5 2.31512 -3.32651 -0.53051
C6 2.73529 -2.12368 -1.53900
C7 1.71850 -1.91978 -2.76254
C8 1.26942 -0.40373 -3.02095
C9 0.02690 -0.06913 -2.05519
C10 0.48507 0.50595 -0.59813
N1 0.07356 1.94213 -0.48134
C11 1.21861 2.70601 -1.13603
C12 0.97364 4.28411 -1.24264
C13 0.35389 4.79447 -2.63076
C14 -0.47322 3.70100 -3.45705
O3 -1.51251 4.28011 -4.31592
C15 -0.05103 2.35378 0.94494
N2 0.95532 1.85246 1.86017
I1 2.37937 3.22659 2.39657
C16 0.52499 0.93978 2.93518
C17 -0.75853 0.03775 2.73494
C18 -1.85609 0.23749 3.92890
C19 -3.33318 -0.23446 3.49682
C20 -3.32671 -1.54961 2.55160
O4 -4.64438 -2.13630 2.38643
C21 -4.73574 -2.74346 1.08725
C22 -3.57346 -3.58332 0.39337
O5 -5.79418 -2.56956 0.42959
N3 -1.08036 3.15585 1.21536
C23 -1.29021 3.69443 2.58938
N4 -2.67810 3.33789 3.07279
P1 -2.30889 3.68170 -0.01109
N5 -2.18874 5.22539 -0.39319
H1 -1.08328 -3.46345 4.16747
H2 -1.12709 -5.22621 4.65949
H3 -1.17682 -4.81143 2.81901
H4 0.93119 -4.30368 1.55826
H5 0.55531 -2.48459 1.51872
H6 3.39660 -3.86226 1.34496
H7 3.14178 -2.00362 1.16743
H8 2.79660 -4.30368 -0.90337
H9 1.18177 -3.47113 -0.59611
H10 2.89864 -1.20110 -0.88603
H11 3.75785 -2.43418 -1.96912
H12 0.81151 -2.60875 -2.60491
H13 2.27553 -2.26493 -3.72579
H14 2.15335 0.30806 -2.84501
H15 0.88515 -0.34198 -4.10702
H16 -0.72662 0.67289 -2.52713
H17 -0.56416 -1.04849 -1.91552
H18 0.01780 -0.19896 0.16402
H19 1.62205 0.44626 -0.44938
H20 2.19486 2.56457 -0.52851
H21 1.46783 2.27839 -2.17824
H22 2.01649 4.77673 -1.15407
H23 0.37315 4.72976 -0.36156
H24 1.24816 5.09503 -3.29858
H25 -0.28549 5.74085 -2.54159
H26 0.27710 3.20808 -4.18889
H27 -0.90754 2.84639 -2.83814
H28 -2.19765 3.56922 -4.34047
H29 0.37821 1.55759 3.90699
H30 1.41439 0.24138 3.18103
H31 -0.43331 -1.06693 2.83634
H32 -1.32208 0.11003 1.75197
H33 -1.81304 1.27117 4.40251
H34 -1.52282 -0.50078 4.75528
H35 -3.92402 0.56975 2.93605
H36 -3.96845 -0.52520 4.41796
H37 -2.56208 -2.33097 2.87583
H38 -3.00629 -1.16797 1.50716
H39 -2.88036 -4.12553 1.13499
H40 -2.89439 -2.81559 -0.14199
H41 -3.95417 -4.27532 -0.44045
H42 -1.30534 4.84746 2.48332
H43 -0.46937 3.46111 3.33998
H44 -2.92362 2.43918 2.63596
H45 -2.63420 3.27169 4.09647
H46 -2.21994 2.89678 -1.20081
H47 -3.59791 3.50745 0.62933
H48 -2.03857 5.28742 -1.41602
C24 5.27597 -1.23211 -6.41225
C25 4.00601 -1.74558 -5.73890
O6 4.17244 -2.32099 -4.63145
O7 2.94439 -1.53031 -6.37369
H49 6.16135 -1.45045 -5.81024
H50 5.39587 -1.70746 -7.38894
H51 5.21039 -0.14980 -6.55152

## Properties
E_tot   -65912.908 eV
M   691.59 g mol⁻¹
Gap between HOMO and LUMO   0.1100 Ha
HOMO   -6.23 eV